Entry 1:
This record from OMol25 describes one molecule with the formula C6H9ClN2O at a distorted geometry. The level of theory is the ωB97M-V functional and the def2-TZVPD basis.

XYZ file:
```
19
Properties=species:S:1:pos:R:3
C 2.465 -0.138 -0.036
C 1.537 1.036 -0.080
O 1.660 1.834 -1.274
C -0.011 0.506 0.169
Cl -1.102 1.973 0.675
N -0.630 -0.001 -1.115
C -1.754 -0.540 -0.970
C -2.366 -0.708 0.353
C -1.205 -1.036 1.247
N -0.072 -0.468 1.149
H 1.996 -1.008 -0.516
H 2.633 -0.387 0.998
H 3.452 0.132 -0.484
H 1.796 1.667 0.671
H 1.206 1.307 -2.049
H -2.138 -1.163 -1.796
H -2.885 0.294 0.587
H -3.209 -1.525 0.408
H -1.372 -1.775 2.064
```

- net charge = 0
- SMILES = C[C@@H](O)C1(Cl)N=CCC=N1
- strongest force on any atom (eV Å⁻¹) = 3.99
- relative energy (zero: lowest compared OMol25 entry of this formula, charge and spin) (eV) = 0.789

***

Entry 2:
This record from OMol25 describes CHLiO2Tl as an isolated structure at a distorted geometry. The level of theory is the ωB97M-V functional and the def2-TZVPD basis.

XYZ file:
```
6
Properties=species:S:1:pos:R:3
H -0.288 0.536 0.244
O 0.217 -0.406 0.318
C 0.878 -0.043 -0.783
O 2.078 -0.441 -0.735
Li 2.778 0.950 -2.259
Tl 2.014 -1.754 1.096
```

- net charge = +1
- strongest force on any atom (eV Å⁻¹) = 4.81
- relative energy (zero: lowest compared OMol25 entry of this formula, charge and spin) (eV) = 1.771

***

Entry 3:
This record from OMol25 describes one molecule with the formula C4H7N3 at a distorted geometry. The level of theory is the ωB97M-V functional and the def2-TZVPD basis.

XYZ file:
```
14
Properties=species:S:1:pos:R:3
H 3.141 -1.013 -0.417
N 2.316 -1.268 0.122
C 1.460 -0.338 -0.015
C 1.700 0.840 -0.848
N 2.297 1.457 -1.618
N 0.245 -0.373 0.613
C -1.134 -0.551 0.232
C -1.632 0.684 -0.534
H 0.421 -0.139 1.566
H -1.275 -1.477 -0.350
H -1.662 -0.696 1.203
H -1.094 0.935 -1.559
H -1.650 1.553 0.162
H -2.639 0.441 -0.864
```

- net charge = 0
- SMILES = [H]/N=C(\C#N)NCC
- strongest force on any atom (eV Å⁻¹) = 2.52
- relative energy (zero: lowest compared OMol25 entry of this formula, charge and spin) (eV) = 1.867

***

Entry 4:
This record from OMol25 describes one molecule with the formula C8H15N at a distorted geometry. The level of theory is the ωB97M-V functional and the def2-TZVPD basis.

XYZ file:
```
24
Properties=species:S:1:pos:R:3
C -1.050 0.499 -1.004
C 1.390 -0.346 2.335
C -1.293 -1.497 0.677
C 2.024 1.315 -0.993
C -0.682 -0.355 -2.213
C 0.797 0.040 1.023
C -0.852 -0.028 0.739
C 1.217 0.564 -0.050
N -1.463 0.845 1.519
H -2.437 0.994 1.253
H -2.139 0.488 -0.916
H -0.794 1.554 -1.110
H 0.860 0.187 3.126
H 2.455 -0.119 2.384
H 1.268 -1.420 2.502
H -1.325 -1.891 1.695
H -0.608 -2.101 0.082
H -2.299 -1.579 0.265
H 1.437 2.114 -1.457
H 2.853 1.785 -0.450
H 2.433 0.682 -1.783
H -1.217 -0.015 -3.106
H 0.379 -0.313 -2.457
H -0.953 -1.401 -2.060
```

- net charge = 0
- strongest force on any atom (eV Å⁻¹) = 2.69
- relative energy (zero: lowest compared OMol25 entry of this formula, charge and spin) (eV) = 5.715

***

Entry 5:
This record from OMol25 describes a 2-piece molecular cluster, C5H6N2O2 overall at a distorted geometry. The level of theory is the ωB97M-V functional and the def2-TZVPD basis.

XYZ file:
```
15
Properties=species:S:1:pos:R:3
C 0.432 -1.364 -0.981
C -0.614 -0.428 -0.721
C -1.866 -0.912 -0.236
N -2.872 -1.343 0.126
C -0.320 0.928 -0.565
O -1.320 1.817 -0.316
H 1.051 -1.104 0.136
H 1.204 -1.030 -1.671
H 0.141 -2.398 -1.134
H 0.539 1.311 -1.118
H -1.014 2.414 0.392
N 1.434 -0.180 1.191
C 0.735 0.858 1.219
O 0.387 1.869 1.760
H 2.083 -0.438 1.917
```

- net charge = 0
- SMILES = C/C(C#N)=C/O.N=C=O
- strongest force on any atom (eV Å⁻¹) = 1.18
- relative energy (zero: lowest compared OMol25 entry of this formula, charge and spin) (eV) = 3.098

***

Entry 6:
This record from OMol25 describes one molecule with the formula C3H6O2S at a distorted geometry. The level of theory is the ωB97M-V functional and the def2-TZVPD basis.

XYZ file:
```
12
Properties=species:S:1:pos:R:3
O -1.550 0.718 -1.235
C -0.199 1.131 -0.733
C 0.387 0.091 0.207
S 2.004 -0.045 0.440
C -0.626 -0.806 0.967
O -1.608 -1.117 0.087
H -1.387 0.237 -1.954
H 0.611 1.493 -1.238
H -0.477 1.953 -0.072
H -0.108 -1.749 1.172
H -0.965 -0.309 1.888
H -1.849 -0.199 -0.292
```

- net charge = 0
- SMILES = OCC(=S)CO
- strongest force on any atom (eV Å⁻¹) = 6.80
- relative energy (zero: lowest compared OMol25 entry of this formula, charge and spin) (eV) = 3.217

***

Q: Which formula does entry 6 have?
A: C3H6O2S